ORCA calculation (ωB97M-V/def2-TZVPD) on 3 unconnected molecules or ions with the total composition C2H9NS.

```
13
C2H9NS, DFT ωB97M-V/def2-TZVPD
N 2.4656 0.0938 -1.1506
H 2.0118 -0.7574 -0.8362
H 2.0610 -5.7040 1.2629
H 2.4987 0.1096 -2.1634
H 1.8998 0.8695 -0.8186
C -1.8657 2.2051 -0.2183
C -2.1061 1.2066 0.8472
S -0.3064 1.2860 0.3688
H 2.2059 -6.4280 1.3161
H -1.9547 2.0132 -1.2739
H -2.0517 3.2336 0.0945
H -2.7307 0.3258 0.6989
H -2.1276 1.5462 1.8726
```

Calculated values
Kohn-Sham gap (alpha / beta) = 0.112 / 0.309 Ha
E_LUMO (alpha / beta) = 0.152 / 0.158 Eh
energy above the lowest of the compared OMol25 structures with the same formula, charge and spin = 1.3281 eV
HOMO level (alpha / beta) = 1.10 / -4.11 eV
<S²> = 0.7522
multiplicity = 2
charge = -1